1.
Molecular formula: C3H9N2O
Method: DFT, ωB97M-V/def2-TZVPD

XYZ file:
```
15
C3H9N2O (ωB97M-V/def2-TZVPD)
C -0.85 1.62 0.23
C 0.18 0.62 -0.25
C -0.41 -0.75 -0.50
N 0.54 -1.84 -0.86
N 1.09 -2.41 0.37
O 1.53 -1.26 -1.69
H -1.88 1.21 -0.11
H -0.93 1.52 1.28
H -0.72 2.67 -0.05
H 0.88 0.29 0.53
H 0.71 1.11 -1.05
H -1.01 -1.04 0.42
H -1.25 -0.89 -1.24
H 1.83 -3.04 -0.09
H 1.71 -1.75 0.94
```

Values from the calculation:
Structure (SMILES) = CCCN(N)[O-]
Kohn-Sham gap = 5.69 eV
Net charge = -1
2S+1 = 1

---

2.
Molecular formula: C3H9N2O
Method: DFT, ωB97M-V/def2-TZVPD

XYZ file:
```
15
C3H9N2O (ωB97M-V/def2-TZVPD)
C -1.80 -0.33 -0.51
C -0.82 0.67 -0.50
C -2.21 -0.88 0.80
N 0.31 1.12 -0.27
N 3.07 0.09 -0.17
O -2.01 1.11 -0.75
H -1.98 -1.04 -1.26
H -2.00 -0.16 1.78
H -1.76 -1.86 0.98
H -3.27 -1.18 0.89
H 2.12 0.29 0.13
H 0.27 2.16 -0.24
H 3.01 -0.23 -1.19
H 3.45 -0.65 0.43
H 3.63 0.90 -0.11
```

Values from the calculation:
Kohn-Sham gap = 10.56 eV
Net charge = +1
2S+1 = 1

---

3.
Molecular formula: C3H9N2O
Method: DFT, ωB97M-V/def2-TZVPD

XYZ file:
```
15
C3H9N2O (ωB97M-V/def2-TZVPD)
C -1.64 -0.02 -0.37
N -0.37 0.04 0.32
C 0.60 -1.10 -0.19
N 1.87 -0.66 0.17
O 1.83 0.78 -0.25
C 0.41 1.27 0.06
H -1.64 -0.03 -1.44
H -2.35 -0.80 0.05
H -2.06 0.98 -0.05
H -0.47 -0.03 1.40
H 0.51 -1.20 -1.32
H 0.35 -2.08 0.19
H 2.36 -0.75 1.15
H 0.02 1.81 -0.67
H 0.56 1.81 0.95
```

Values from the calculation:
Structure (SMILES) = C[N@H+]1CNOC1
Kohn-Sham gap = 10.85 eV
Net charge = +1
2S+1 = 1

---

4.
Molecular formula: C3H9N2O
Method: DFT, ωB97M-V/def2-TZVPD

XYZ file:
```
15
C3H9N2O (ωB97M-V/def2-TZVPD)
C -0.34 -2.26 0.29
C -1.14 -1.24 -0.17
C -0.12 2.02 0.06
N 0.48 0.91 -0.73
N 0.55 -2.99 0.51
O 1.45 0.32 0.09
H -1.65 -0.92 0.77
H -1.65 -1.57 -0.97
H -0.58 -0.24 -0.37
H -0.75 1.67 0.95
H 0.62 2.70 0.47
H -0.65 2.78 -0.67
H 1.10 -3.66 1.10
H 0.76 1.37 -1.62
H 1.93 1.12 0.28
```

Values from the calculation:
Kohn-Sham gap = 10.16 eV
Net charge = +1
2S+1 = 1

---

5.
Molecular formula: C3H9N2O
Method: DFT, ωB97M-V/def2-TZVPD

XYZ file:
```
15
C3H9N2O (ωB97M-V/def2-TZVPD)
C 0.67 -1.80 0.48
C 0.06 -0.55 -0.10
N -0.81 -0.61 -1.09
O -0.48 0.29 1.33
C 0.46 0.72 0.52
N -0.14 1.95 -0.22
H -0.17 -2.57 0.63
H 1.01 -1.48 1.38
H 1.54 -2.28 -0.10
H -1.31 -1.51 -1.17
H -1.06 0.27 -1.67
H 1.39 0.84 0.88
H 0.02 2.68 0.47
H 0.04 2.30 -1.11
H -1.23 1.77 -0.24
```

Values from the calculation:
Structure (SMILES) = C[C@@]1(N)O[C@@H]1[NH3+]
Kohn-Sham gap = 10.24 eV
Net charge = +1
2S+1 = 1

---

6.
Molecular formula: C3H9N2O
Method: DFT, ωB97M-V/def2-TZVPD

XYZ file:
```
15
C3H9N2O (ωB97M-V/def2-TZVPD)
C -0.03 1.21 0.50
C 0.13 -0.24 -0.07
N 0.52 -0.02 -1.43
N -1.03 -1.05 0.16
C 1.08 -0.99 0.82
O 0.75 -2.05 1.30
H -0.55 1.78 -0.31
H 1.05 1.53 0.80
H -0.57 1.27 1.39
H 1.00 0.82 -1.73
H 0.61 -0.77 -2.12
H -1.73 -0.69 0.92
H -0.61 -1.82 0.75
H -1.56 -1.41 -0.69
H 2.13 -0.54 0.88
```

Values from the calculation:
Structure (SMILES) = C[C@](N)([NH3+])C=O
Kohn-Sham gap = 10.48 eV
Net charge = +1
2S+1 = 1

---

7.
Molecular formula: C3H9N2O
Method: DFT, ωB97M-V/def2-TZVPD

XYZ file:
```
15
C3H9N2O (ωB97M-V/def2-TZVPD)
C 0.87 -1.12 -0.63
C 0.70 0.26 -0.11
C -0.69 0.76 0.16
N 1.72 0.95 0.27
N -1.66 -0.32 0.11
O 0.60 -1.67 0.64
H 0.15 -1.43 -1.40
H 1.88 -1.38 -0.93
H -0.87 1.55 -0.58
H -0.71 1.24 1.15
H 2.67 0.66 0.06
H 1.62 1.77 0.86
H -0.37 -1.72 0.75
H -2.14 -0.37 -0.78
H -2.35 -0.24 0.84
```

Values from the calculation:
Expectation value of S² = 2.008
Kohn-Sham gap (spin up / spin down) = 7.56 / 6.03 eV
Net charge = +1
2S+1 = 3

---

8.
Molecular formula: C3H9N2O2
Method: DFT, ωB97M-V/def2-TZVPD

XYZ file:
```
16
C3H9N2O2 (ωB97M-V/def2-TZVPD)
C -0.84 0.32 1.12
C -2.03 0.01 0.53
N -1.77 -0.25 -0.84
C -0.45 -0.04 -1.09
N 0.08 0.34 0.07
H -0.64 0.75 2.12
H -3.02 -0.16 0.93
H -2.42 -0.72 -1.43
H 0.04 0.01 -2.15
H 1.06 0.62 0.18
H 3.22 1.19 1.86
H 2.56 2.52 1.44
O 2.65 1.60 1.21
H 1.32 -2.58 -0.54
H 0.88 -1.97 -1.95
O 0.98 -1.82 -1.01
```

Values from the calculation:
Kohn-Sham gap = 11.12 eV
Net charge = +1
2S+1 = 1

---

9.
Molecular formula: C3H9N2O3
Method: DFT, ωB97M-V/def2-TZVPD

XYZ file:
```
17
C3H9N2O3 (ωB97M-V/def2-TZVPD)
O 1.79 -2.76 0.11
C 0.87 -1.96 0.08
N -0.40 -2.33 -0.21
C 1.07 -0.48 0.33
N -0.20 0.27 0.30
C -0.01 1.74 0.84
O 0.13 2.63 -0.12
H -1.09 -1.58 -0.06
H -0.64 -3.31 -0.18
H 1.76 -0.07 -0.40
H 1.50 -0.44 1.34
H -0.34 0.48 -0.69
H 0.86 1.60 1.52
H -0.91 1.85 1.48
H -2.68 1.52 -0.47
H -1.49 2.40 -0.88
O -2.40 2.14 -1.16
```

Values from the calculation:
Kohn-Sham gap = 7.47 eV
Net charge = -1
2S+1 = 1

---

10.
Molecular formula: C3H9N2OS
Method: DFT, ωB97M-V/def2-TZVPD

XYZ file:
```
16
C3H9N2OS (ωB97M-V/def2-TZVPD)
N -0.40 2.00 -0.88
C -0.19 1.89 -2.25
N 0.20 0.64 -2.67
O -0.30 2.76 -3.13
H -0.45 2.89 -0.48
H 0.13 1.29 -0.29
H 0.41 0.55 -3.70
H 0.53 -0.09 -1.98
C -0.14 -1.29 2.68
C 0.04 -1.78 1.24
S 1.12 -0.72 0.19
H -0.44 -0.23 2.73
H 0.82 -1.31 3.22
H -0.86 -1.87 3.29
H -0.97 -1.92 0.76
H 0.49 -2.81 1.27
```

Values from the calculation:
Kohn-Sham gap = 7.34 eV
Net charge = -1
2S+1 = 1

---

11.
Molecular formula: C3H9N2OSi
Method: DFT, ωB97M-V/def2-TZVPD

XYZ file:
```
16
C3H9N2OSi (ωB97M-V/def2-TZVPD)
N 3.32 0.17 -0.12
C 1.97 0.37 0.41
C 0.92 -0.39 -0.07
N -0.42 -0.37 0.13
C -1.46 -1.15 0.07
O -2.67 -0.73 -0.01
Si -3.44 0.77 -0.04
H 3.97 -0.14 0.61
H 3.68 1.04 -0.53
H 3.27 -0.55 -0.85
H 1.87 1.08 1.22
H 1.22 -1.06 -0.90
H -1.38 -2.24 0.21
H -4.58 0.46 0.82
H -3.76 0.97 -1.44
H -2.52 1.77 0.50
```

Values from the calculation:
Structure (SMILES) = [NH3+]/C=C/N=C/O[SiH3]
Kohn-Sham gap = 9.25 eV
Net charge = +1
2S+1 = 1

---

12.
Molecular formula: C3H9N2P
Method: DFT, ωB97M-V/def2-TZVPD

XYZ file:
```
15
C3H9N2P (ωB97M-V/def2-TZVPD)
C 0.74 1.62 1.29
P 1.22 0.34 0.09
C 1.10 -1.20 1.15
N -0.25 0.38 -0.79
C -0.86 -0.54 -1.40
N -2.02 -0.26 -2.06
H 0.95 2.62 0.84
H -0.32 1.67 1.33
H 1.39 1.65 2.19
H 2.09 -1.64 1.29
H 0.66 -0.95 2.06
H 0.52 -1.96 0.51
H -0.47 -1.59 -1.56
H -2.22 -0.78 -2.94
H -2.54 0.64 -1.98
```

Values from the calculation:
Structure (SMILES) = CP(C)/N=C/N
Kohn-Sham gap = 8.94 eV
2S+1 = 1

---

13.
Molecular formula: C3H9N2P3
Method: DFT, ωB97M-V/def2-TZVPD

XYZ file:
```
17
C3H9N2P3 (ωB97M-V/def2-TZVPD)
C -1.26 -2.42 -0.94
C -1.88 -2.34 0.42
C -0.84 -1.34 0.00
N 0.94 0.40 0.21
N 2.12 2.69 0.55
P 0.95 -1.29 0.42
P 0.36 2.66 0.89
P 2.53 1.09 -0.10
H -0.56 -3.26 -1.24
H -1.89 -2.09 -1.82
H -2.74 -1.75 0.62
H -1.39 -3.14 1.09
H -1.20 -0.40 -0.25
H 2.68 3.05 1.31
H -0.04 2.60 -0.46
H 0.30 4.07 0.63
H 1.93 1.45 -1.35
```

Values from the calculation:
Kohn-Sham gap = 7.45 eV
2S+1 = 1

---

14.
Molecular formula: C3H9N2S
Method: DFT, ωB97M-V/def2-TZVPD

XYZ file:
```
15
C3H9N2S (ωB97M-V/def2-TZVPD)
C -0.72 -0.21 0.26
C 0.67 0.28 0.69
S 1.05 -0.21 2.39
N -1.32 0.41 -0.91
C -0.95 -0.07 -2.23
N 0.44 0.00 -2.58
H -1.38 0.03 1.09
H -0.74 -1.30 0.20
H 1.46 -0.16 0.10
H 0.76 1.36 0.69
H -1.21 1.42 -0.83
H -1.40 -1.06 -2.32
H -1.55 0.59 -2.87
H 1.14 0.05 -1.85
H 0.71 -0.76 -3.19
```

Values from the calculation:
Expectation value of S² = 0.753
Kohn-Sham gap (spin up / spin down) = 9.99 / 6.83 eV
2S+1 = 2

---

15.
Molecular formula: C3H9N2S
Method: DFT, ωB97M-V/def2-TZVPD

XYZ file:
```
15
C3H9N2S (ωB97M-V/def2-TZVPD)
C -1.73 -0.28 0.11
C -2.76 0.68 -0.07
C 1.94 0.00 0.46
N -1.00 -1.14 0.18
N 1.46 -1.21 -0.33
S 1.08 1.54 0.11
H -2.32 1.63 -0.11
H -3.29 0.44 -0.93
H -3.39 0.80 0.79
H 1.86 -0.23 1.47
H 2.88 0.17 0.02
H 1.98 2.18 -0.39
H 0.17 -1.47 0.18
H 1.26 -1.00 -1.27
H 1.86 -2.12 -0.22
```

Values from the calculation:
Kohn-Sham gap = 10.89 eV
Net charge = +1
2S+1 = 1

---

16.
Molecular formula: C3H9N2S
Method: DFT, ωB97M-V/def2-TZVPD

XYZ file:
```
15
C3H9N2S (ωB97M-V/def2-TZVPD)
C 0.14 2.38 -0.11
C -0.97 -2.26 -0.56
C 0.67 -1.16 0.94
N 0.37 3.69 -0.07
N -0.23 -1.19 0.10
S -1.00 1.57 -0.99
H -1.96 -2.26 -0.37
H -0.85 -2.12 -1.58
H -0.50 -3.15 -0.27
H 1.28 -0.38 1.47
H 1.19 -2.09 1.05
H 1.20 3.98 0.48
H -0.33 4.26 -0.51
H -0.56 -0.36 -0.48
H 0.81 1.83 0.42
```

Values from the calculation:
Kohn-Sham gap = 8.47 eV
Net charge = +1
2S+1 = 1

---

17.
Molecular formula: C3H9N2S
Method: DFT, ωB97M-V/def2-TZVPD

XYZ file:
```
15
C3H9N2S (ωB97M-V/def2-TZVPD)
C -0.15 0.29 0.30
C 1.00 0.58 1.22
C -1.52 0.61 0.64
N 0.07 -0.14 -0.93
N 2.27 0.28 0.61
S -2.72 -0.58 -0.27
H 0.98 0.10 2.13
H 0.98 1.60 1.66
H -1.64 1.53 0.16
H -1.94 0.66 1.63
H -0.76 -0.41 -1.39
H 2.69 0.95 -0.01
H 1.14 -0.20 -1.19
H 2.45 -0.70 0.49
H -2.06 -1.72 0.40
```

Values from the calculation:
Expectation value of S² = 2.008
Kohn-Sham gap (spin up / spin down) = 5.92 / 4.47 eV
Net charge = +1
2S+1 = 3